Record 1
30
Properties=species:S:1:pos:R:3:mulliken_charge:R:1 method="wB97M-V/def2-TZVPD" e_lumo_ev=2.3 charge=-1 e_above_lowest_ev=0.9371 homo_lumo_gap_ev=3.7 e_tot_ha=-2998.9515
Lu 2.23 -0.25 0.24 0.298
Cl 1.54 -2.51 -0.55 -0.611
Cl 2.89 2.05 0.83 -0.629
C 4.01 -1.16 0.96 -0.651
H 4.84 -0.56 1.40 0.134
H 4.27 -2.23 0.88 0.141
C -1.06 1.40 -0.45 -0.720
C 0.05 1.13 -1.06 -0.408
H -1.06 1.98 0.48 0.362
C 0.18 0.14 -2.19 -0.258
H 0.97 1.69 -0.81 1.009
C -1.15 -0.01 -2.95 -0.934
H 1.01 0.42 -2.87 0.308
H 0.42 -0.88 -1.80 0.022
C -2.36 -0.12 -2.02 -0.646
H -1.27 0.89 -3.57 0.332
H -1.12 -0.87 -3.62 0.370
C -2.42 0.98 -0.93 -0.616
H -3.28 -0.06 -2.61 0.322
H -2.35 -1.10 -1.53 0.288
H -2.91 1.86 -1.39 0.343
H -3.05 0.66 -0.09 0.275
S -1.58 -0.93 2.96 -0.167
C -0.39 -0.26 4.04 -0.264
C 0.78 0.00 3.37 -0.556
N 0.75 -0.35 2.02 0.098
C -0.44 -0.89 1.68 0.069
H -0.56 -0.09 5.09 0.419
H 1.70 0.43 3.77 0.371
H -0.63 -1.34 0.71 0.300

---

Record 2
48
Properties=species:S:1:pos:R:3:mulliken_charge:R:1 method="wB97M-V/def2-TZVPD" e_lumo_ev=-2.9 charge=+1 homo_lumo_gap_ev=9.8 e_tot_ha=-5822.4659
N -2.44 0.79 -0.03 0.371
C -3.23 -0.30 0.69 -0.724
C -2.32 -1.47 1.12 -0.482
C -2.64 -2.80 0.45 0.498
F -3.98 -2.88 0.22 -0.319
F -2.34 -3.79 1.31 -0.305
C -1.93 -3.11 -0.92 0.509
F -2.77 -2.82 -1.93 -0.304
F -1.67 -4.43 -0.98 -0.270
C -0.60 -2.37 -1.25 0.605
F -0.24 -2.78 -2.48 -0.283
F -0.87 -1.04 -1.34 -0.207
C 0.60 -2.72 -0.30 0.480
F 0.18 -2.93 0.95 -0.265
F 1.10 -3.87 -0.73 -0.262
S 2.02 -1.44 -0.26 1.398
F 3.09 -2.48 -0.72 -0.290
F 1.73 -1.06 -1.77 -0.390
F 0.93 -0.36 0.25 -0.131
F 2.33 -1.81 1.25 -0.328
F 3.10 -0.30 -0.20 -0.267
H -2.91 1.69 0.19 -0.108
H -2.44 0.67 -1.04 0.430
H -1.48 0.87 0.32 0.002
H -3.63 0.19 1.57 0.275
H -4.02 -0.61 0.01 0.549
H -1.29 -1.16 0.99 -0.038
H -2.43 -1.63 2.19 0.735
C -2.88 4.65 0.86 0.157
Cl -4.16 3.40 1.01 -0.210
Cl -3.55 6.20 0.40 -0.123
H -2.39 4.74 1.83 0.188
H -2.17 4.33 0.10 -0.002
C 6.53 0.60 -1.00 0.279
Cl 7.63 -0.78 -1.10 -0.156
Cl 7.21 1.93 -0.07 -0.148
H 6.33 0.95 -2.01 0.243
H 5.61 0.27 -0.52 -0.222
C 0.47 1.46 2.91 0.172
Cl -0.91 0.36 3.11 -0.088
Cl -0.09 3.07 2.47 -0.133
H 1.04 1.50 3.83 0.450
H 1.08 1.08 2.10 -0.304
C 1.64 1.98 -2.42 0.092
Cl 0.43 2.82 -1.42 -0.102
Cl 3.28 2.29 -1.84 -0.121
H 1.45 0.92 -2.37 -0.290
H 1.55 2.35 -3.44 0.438

---

Record 3
27
Properties=species:S:1:pos:R:3:mulliken_charge:R:1 method="wB97M-V/def2-TZVPD" e_lumo_ev="-0.6 / 0.3" e_above_lowest_ev=4.9464 homo_lumo_gap_ev="7.3 / 7.8" e_tot_ha=-1139.6123
C -4.02 -1.02 -0.40 -0.189
C -2.93 -1.67 0.23 -0.766
C -4.04 0.33 -0.61 -0.718
C -1.87 -0.93 0.62 -0.178
C -2.89 1.03 -0.34 -0.073
C -1.78 0.47 0.25 0.425
C 3.41 1.38 0.71 -1.019
C 1.70 -1.63 -0.86 -0.900
C 3.26 0.32 -0.35 -0.175
C 2.29 -0.68 0.10 -0.232
Si -0.27 1.48 0.63 0.330
Cl -0.54 3.09 -0.63 -0.276
H -5.00 -1.58 -0.64 0.241
H -2.95 -2.67 0.35 0.511
H -4.84 0.85 -1.13 0.343
H -1.05 -1.53 1.12 0.262
H -2.80 2.11 -0.57 0.218
H 4.10 2.28 0.39 0.295
H 3.73 0.93 1.64 0.325
H 2.43 1.86 0.87 0.073
H 2.40 -2.31 -1.34 0.356
H 1.12 -2.35 -0.16 0.208
H 0.98 -1.15 -1.49 0.285
H 2.98 0.72 -1.36 0.249
H 4.25 0.04 -0.31 0.327
H 2.54 -1.04 1.19 0.171
H -0.20 1.67 2.11 -0.094

---

Record 4
26
Properties=species:S:1:pos:R:3:mulliken_charge:R:1 method="wB97M-V/def2-TZVPD" e_lumo_ev=0.9 smiles=c1ccncc1.C1CCCC1 e_above_lowest_ev=3.4599 homo_lumo_gap_ev=10.1 e_tot_ha=-444.6519
C -0.07 -0.70 -0.65 0.022
C 0.80 -1.85 0.12 -0.463
C 2.03 -2.09 -0.57 -0.685
C 2.03 -1.23 -1.73 -0.541
C 1.12 0.01 -1.44 -0.771
C -2.36 2.71 0.52 -0.156
C -2.83 1.58 1.30 -0.151
C -1.94 0.88 2.02 -0.406
C -0.54 0.98 1.81 -0.115
C -0.13 1.99 0.87 -0.330
H -0.80 -1.31 -1.39 0.255
H -0.56 0.19 -0.24 -0.076
H 0.12 -2.67 0.10 0.322
H 0.69 -1.59 1.29 0.155
H 1.95 -3.10 -0.92 0.274
H 2.74 -1.85 0.11 0.334
H 1.55 -1.65 -2.64 0.303
H 3.03 -0.91 -1.86 0.334
H 0.75 0.28 -2.42 0.283
H 1.46 0.90 -0.98 0.253
H -3.13 3.43 0.08 0.331
H -3.89 1.11 1.32 0.242
H -2.21 -0.13 2.42 0.262
H 0.31 0.24 2.17 0.412
H 0.94 1.95 0.42 0.507
N -1.04 2.85 0.30 -0.592

---

Record 5
26
Properties=species:S:1:pos:R:3:mulliken_charge:R:1 method="wB97M-V/def2-TZVPD" e_lumo_ev=0.7 smiles="C=C1[C@@H](C)[C@@]1(C#N)C(C)(C)C" e_above_lowest_ev=3.2145 homo_lumo_gap_ev=10.6 e_tot_ha=-444.6609
C -1.41 1.73 0.33 -0.242
C -1.62 -0.54 -0.67 -0.149
C -1.94 -1.10 -1.85 -0.956
C -1.53 -0.69 0.77 -0.070
C -0.80 0.44 0.03 1.170
C -0.87 -1.76 1.63 -1.366
C 1.49 0.99 1.20 -1.526
C 1.16 1.65 -1.28 -1.807
C 1.49 -0.69 -0.58 -1.540
C 0.87 0.65 -0.22 1.605
N -1.78 2.80 0.46 -0.559
H -1.50 -0.68 -2.67 0.338
H -2.43 -2.03 -1.97 0.294
H -2.28 -0.14 1.48 0.298
H 0.07 -2.14 1.23 0.318
H -1.69 -2.55 1.76 0.373
H -0.96 -1.34 2.60 0.369
H 1.25 2.06 1.59 0.310
H 2.56 0.85 1.03 0.484
H 1.27 0.24 1.97 0.317
H 2.21 1.60 -1.51 0.473
H 0.86 1.22 -2.18 0.463
H 0.76 2.68 -1.16 0.352
H 1.35 -1.29 0.28 0.326
H 2.55 -0.66 -0.92 0.399
H 0.91 -1.31 -1.34 0.324

---

Record 6
27
Properties=species:S:1:pos:R:3:mulliken_charge:R:1 method="wB97M-V/def2-TZVPD" e_lumo_ev="-5.4 / -5.4" charge=+1 e_above_lowest_ev=5.1860 homo_lumo_gap_ev="6.5 / 6.5" e_tot_ha=-499.1618
C -1.22 2.25 1.48 -0.515
C -0.13 3.06 1.59 -0.550
C -1.18 0.99 0.85 0.640
C 0.07 0.67 0.14 0.930
C 1.18 1.59 0.32 -1.063
C 2.17 -1.63 -0.12 -1.221
C 0.36 -0.30 -0.85 -0.699
C 1.67 -1.21 -2.65 -1.610
C -3.36 0.40 1.68 -0.847
C 1.67 -0.82 -1.21 1.280
N 1.04 2.66 1.11 0.033
N -2.18 0.16 0.84 -0.188
H -2.18 2.59 1.88 0.261
H -0.28 3.94 2.10 0.447
H 3.31 -1.71 -0.03 0.285
H 1.84 -2.72 -0.04 0.335
H -0.39 -0.99 -1.10 0.258
H 1.17 -2.23 -2.82 0.334
H 2.62 -1.30 -3.09 0.449
H 1.20 -0.43 -3.27 0.398
H -3.73 1.41 1.39 0.280
H -4.12 -0.47 1.53 0.309
H -2.80 0.37 2.65 0.386
H 2.33 0.12 -1.21 0.189
H 1.67 -1.14 0.79 0.338
H 1.84 3.22 1.31 0.237
H -2.36 -0.50 0.01 0.304

---

Record 7
28
Properties=species:S:1:pos:R:3:mulliken_charge:R:1 method="wB97M-V/def2-TZVPD" e_lumo_ev="3.7 / 3.7" charge=-1 smiles="C/C=C/[C@@]1(C(C)C)C=NC=CN1[O-]" e_above_lowest_ev=0.0000 homo_lumo_gap_ev="5.7 / 5.7" e_tot_ha=-574.6708
C 0.05 -2.59 0.44 -0.754
C -1.14 -1.99 0.85 -0.235
C 0.54 -0.95 -1.02 -0.573
C 0.37 0.48 1.11 -1.197
C 1.49 -0.21 1.45 0.241
C -0.31 0.04 -0.27 1.260
C 2.19 0.03 2.74 -1.284
C 0.35 2.01 -1.51 -1.316
C -1.87 0.67 -2.29 -1.498
C -0.86 1.16 -1.12 0.396
N 0.79 -2.18 -0.63 -0.616
N -1.48 -0.79 0.35 0.498
O -2.69 -0.29 0.55 -0.853
H 0.37 -3.58 0.73 0.404
H -1.94 -2.43 1.42 0.430
H 1.15 -0.57 -1.82 0.213
H -0.23 1.12 1.83 0.195
H 2.07 -0.80 0.83 0.475
H 3.26 -0.11 2.81 0.348
H 1.98 1.12 2.99 0.286
H 1.76 -0.57 3.55 0.216
H 1.19 1.35 -1.74 0.262
H 0.71 2.64 -0.67 0.270
H 0.20 2.69 -2.34 0.449
H -2.64 0.17 -1.80 0.414
H -1.40 0.06 -3.06 0.304
H -2.38 1.55 -2.79 0.404
H -1.54 1.95 -0.60 0.262

---

Record 8
28
Properties=species:S:1:pos:R:3:mulliken_charge:R:1 method="wB97M-V/def2-TZVPD" e_lumo_ev=-3.3 charge=+1 smiles="[NH3+][C@@H]1C=C(N2CCCC2=O)[C@H]2C[C@@H]12" e_above_lowest_ev=1.1330 homo_lumo_gap_ev=8.7 e_tot_ha=-574.4794
C -2.40 -0.52 0.77 -0.700
C -2.06 0.81 1.35 -0.086
C -1.22 -1.04 0.00 -0.375
C -0.61 0.93 0.91 -1.564
C 1.96 1.14 -0.73 0.182
C -1.67 -1.71 1.31 -0.733
C 3.34 0.43 -1.04 -0.443
C 3.09 -1.06 -1.23 -0.633
C 1.57 -1.05 -1.28 -0.629
C -0.18 0.04 0.00 1.198
N 0.95 0.12 -0.78 0.103
N -2.87 1.91 0.79 -0.168
O 1.79 2.27 -0.51 -0.519
H -3.30 -0.45 0.23 0.345
H -2.23 0.86 2.43 0.425
H -1.29 -1.64 -0.89 0.671
H -0.15 1.83 1.31 0.405
H -3.82 1.58 0.60 0.322
H -2.12 -2.69 1.17 0.334
H 3.61 0.94 -2.00 0.264
H 4.01 0.80 -0.23 0.354
H 3.71 -1.48 -2.09 0.314
H 3.45 -1.69 -0.41 0.273
H 1.28 -1.32 -2.29 0.314
H 1.25 -2.00 -0.74 0.316
H -2.83 2.65 1.45 0.360
H -2.39 2.04 -0.16 0.448
H -0.86 -1.71 2.08 0.224